Here is 2 unconnected molecules or ions with the total composition C2Br3F at a distorted geometry from the OMol25 dataset. Energies are from wB97M-V/def2-TZVPD.

## Properties
Max |F| ... 0.050 hartree/bohr
E ... -7897.854526 a.u.
Relative energy (zero: lowest compared OMol25 entry of this formula, charge and spin) ... 554.94 kJ/mol
Total charge ... 0
Kohn-Sham gap (spin up / spin down) ... 4.65 / 4.65 eV

Last columns: bonded neighbours and bond lengths (Å).
Cartesian coordinates (Å):
1 C 0.06 -0.45 -0.26  C2 1.276, Br4 1.761
2 C -0.92 0.15 0.30  C1 1.276, Br5 2.092, Br6 1.813
3 F 0.25 1.86 -2.01  no bonds
4 Br 1.06 -1.47 -1.29  C1 1.761
5 Br -2.47 0.67 -1.01  C2 2.092
6 Br -0.98 0.58 2.06  C2 1.813

Here is 2 unconnected molecules or ions with the total composition C5H11O2 at a distorted geometry from the OMol25 dataset. Energies are from wB97M-V/def2-TZVPD.

## Properties
Max |F| ... 0.035 hartree/bohr
E ... -347.558153 a.u.
Relative energy (zero: lowest compared OMol25 entry of this formula, charge and spin) ... 240.26 kJ/mol
Total charge ... -1
Kohn-Sham gap ... 7.00 eV

Last columns: bonded neighbours and bond lengths (Å).
Cartesian coordinates (Å):
1 C 0.97 0.76 -0.94  O2 1.357, C3 1.539, H7 1.114, H8 1.118
2 O 2.20 1.34 -0.85  C1 1.357
3 C 0.83 -0.57 -0.19  C1 1.539, C4 1.555, H9 1.093, H10 1.090
4 C -0.47 -1.37 -0.50  C3 1.555, C5 1.494, H11 1.095, H12 1.095
5 C -1.67 -0.55 -0.17  C4 1.494, C6 1.335, H13 1.088
6 C -2.74 -0.90 0.56  C5 1.335, H14 1.092, H15 1.082
7 H 0.19 1.43 -0.52  C1 1.114
8 H 0.64 0.61 -2.00  C1 1.118
9 H 0.79 -0.32 0.88  C3 1.093
10 H 1.69 -1.22 -0.32  C3 1.090
11 H -0.38 -1.60 -1.57  C4 1.095
12 H -0.54 -2.32 0.04  C4 1.095
13 H -1.66 0.43 -0.65  C5 1.088
14 H -2.79 -1.93 0.93  C6 1.092
15 H -3.21 -0.19 1.22  C6 1.082
16 H 1.75 2.77 1.75  O18 0.959
17 H 2.26 1.72 0.66  O18 1.036
18 O 2.13 1.89 1.67  H16 0.959, H17 1.036

Here is 10 unconnected molecules or ions with the total composition C48H121N9O11 at a distorted geometry from the OMol25 dataset. Energies are from wB97M-V/def2-TZVPD.

## Properties
Max |F| ... 0.063 hartree/bohr
E ... -3221.559857 a.u.
Relative energy (zero: lowest compared OMol25 entry of this formula, charge and spin) ... 0.00 kJ/mol
Total charge ... 0
Kohn-Sham gap ... 8.86 eV

Last columns: bonded neighbours and bond lengths (Å).
Cartesian coordinates (Å):
1 C 1.37 -3.69 -1.54  C2 1.514, H12 1.071, H13 1.086, H14 1.085
2 C 0.55 -4.94 -1.75  C1 1.514, C3 1.573, C4 1.501, N10 1.487
3 C -0.25 -4.83 -3.11  C2 1.573, H15 1.106, H16 1.109, H17 1.059
4 C 1.43 -6.15 -1.81  C2 1.501, C5 1.486, H18 1.120, H19 1.101
5 C 0.74 -7.46 -1.70  C4 1.486, C6 1.463, H20 1.109, H21 1.141
6 C -0.03 -7.54 -0.46  C5 1.463, C7 1.500, H22 1.090, H23 1.105
7 C -1.04 -6.43 -0.40  C6 1.500, C8 1.567, C9 1.536, N10 1.510
8 C -2.14 -6.64 -1.49  C7 1.567, H24 1.100, H25 1.033, H26 1.052
9 C -1.73 -6.41 0.97  C7 1.536, H27 1.121, H28 1.108, H29 1.097
10 N -0.30 -5.12 -0.54  C2 1.487, C7 1.510, O11 1.422
11 O -1.24 -4.06 -0.49  N10 1.422, H30 1.003
12 H 1.76 -3.26 -2.44  C1 1.071
13 H 0.72 -2.90 -1.16  C1 1.086
14 H 2.14 -3.91 -0.81  C1 1.085
15 H -1.24 -4.45 -2.81  C3 1.106
16 H 0.18 -4.04 -3.75  C3 1.109
17 H -0.24 -5.70 -3.71  C3 1.059
18 H 2.19 -6.09 -2.63  C4 1.120
19 H 2.04 -6.05 -0.90  C4 1.101
20 H 0.00 -7.59 -2.52  C5 1.109
21 H 1.51 -8.29 -1.86  C5 1.141
22 H 0.67 -7.58 0.37  C6 1.090
23 H -0.62 -8.47 -0.40  C6 1.105
24 H -2.48 -7.68 -1.55  C8 1.100
25 H -1.87 -6.33 -2.44  C8 1.033
26 H -3.02 -6.12 -1.25  C8 1.052
27 H -1.02 -6.63 1.81  C9 1.121
28 H -2.49 -7.22 1.03  C9 1.108
29 H -2.29 -5.49 1.18  C9 1.097
30 H -1.04 -3.68 0.42  O11 1.003
31 C 2.64 4.98 2.46  C32 1.546, H42 1.112, H43 1.096, H44 1.092
32 C 3.66 4.49 1.40  C31 1.546, C33 1.555, C34 1.514, N40 1.513
33 C 4.03 3.03 1.81  C32 1.555, H45 1.105, H46 1.112, H47 1.108
34 C 2.92 4.46 0.08  C32 1.514, C35 1.505, H48 1.084, H49 1.065
35 C 3.84 4.36 -1.11  C34 1.505, C36 1.525, H50 1.131, H51 1.071
36 C 4.95 5.41 -0.99  C35 1.525, C37 1.521, H52 1.110, H53 1.107
37 C 5.72 5.38 0.31  C36 1.521, C38 1.523, C39 1.527, N40 1.450
38 C 6.65 4.18 0.31  C37 1.523, H54 1.076, H55 1.101, H56 1.068
39 C 6.66 6.59 0.38  C37 1.527, H57 1.101, H58 1.066, H59 1.093
40 N 4.80 5.48 1.43  C32 1.513, C37 1.450, O41 1.378
41 O 5.47 5.46 2.64  N40 1.378, H60 0.950
42 H 2.95 4.72 3.49  C31 1.112
43 H 2.51 6.06 2.31  C31 1.096
44 H 1.69 4.50 2.19  C31 1.092
45 H 4.58 3.02 2.76  C33 1.105
46 H 3.09 2.49 2.06  C33 1.112
47 H 4.43 2.40 0.99  C33 1.108
48 H 2.19 3.67 0.20  C34 1.084
49 H 2.38 5.36 -0.09  C34 1.065
50 H 4.23 3.30 -1.13  C35 1.131
51 H 3.30 4.55 -2.01  C35 1.071
52 H 4.48 6.40 -1.17  C36 1.110
53 H 5.69 5.10 -1.75  C36 1.107
54 H 7.19 3.99 1.22  C38 1.076
55 H 7.34 4.30 -0.54  C38 1.101
56 H 6.18 3.24 0.10  C38 1.068
57 H 6.22 7.56 0.09  C39 1.101
58 H 7.53 6.38 -0.20  C39 1.066
59 H 7.05 6.79 1.37  C39 1.093
60 H 5.19 6.27 3.04  O41 0.950
61 C 1.15 1.30 3.75  O62 1.407, H67 1.111, H68 1.067, H69 1.092
62 O 0.11 1.30 4.70  C61 1.407, C63 1.415
63 C 0.37 0.29 5.66  O62 1.415, C64 1.538, H70 1.097, H71 1.103
64 C -0.69 0.39 6.77  C63 1.538, C65 1.557, N66 1.492, H72 1.079
65 C -0.29 -0.64 7.87  C64 1.557, H73 1.080, H74 1.065, H75 1.093
66 N -2.04 0.03 6.26  C64 1.492, H76 1.036, H77 1.022
67 H 2.10 1.57 4.25  C61 1.111
68 H 0.92 2.10 3.08  C61 1.067
69 H 1.09 0.35 3.20  C61 1.092
70 H 0.36 -0.71 5.20  C63 1.097
71 H 1.39 0.39 6.07  C63 1.103
72 H -0.71 1.40 7.13  C64 1.079
73 H 0.36 -0.15 8.59  C65 1.080
74 H 0.22 -1.48 7.46  C65 1.065
75 H -1.14 -1.00 8.45  C65 1.093
76 H -1.85 -0.66 5.50  N66 1.036
77 H -2.42 0.80 5.70  N66 1.022
78 C -2.27 3.23 -7.08  O79 1.360, H84 1.094, H85 1.070, H86 1.116
79 O -2.13 2.49 -5.95  C78 1.360, C80 1.453
80 C -1.89 1.07 -6.12  O79 1.453, C81 1.539, H87 1.089, H88 1.101
81 C -1.74 0.50 -4.70  C80 1.539, C82 1.475, N83 1.495, H89 1.092
82 C -1.25 -0.89 -4.77  C81 1.475, H90 1.067, H91 1.067, H92 1.075
83 N -3.12 0.56 -4.14  C81 1.495, H93 0.985, H94 1.012
84 H -1.41 3.12 -7.76  C78 1.094
85 H -2.42 4.24 -6.78  C78 1.070
86 H -3.21 2.88 -7.57  C78 1.116
87 H -2.71 0.59 -6.64  C80 1.089
88 H -0.98 0.82 -6.70  C80 1.101
89 H -1.01 1.05 -4.10  C81 1.092
90 H -0.46 -1.00 -5.49  C82 1.067
91 H -2.04 -1.56 -5.06  C82 1.067
92 H -0.77 -1.23 -3.87  C82 1.075
93 H -3.18 0.50 -3.16  N83 0.985
94 H -3.40 1.49 -4.44  N83 1.012
95 C 4.24 -2.06 -2.01  O96 1.394, H101 1.053, H102 1.164, H103 1.118
96 O 5.19 -1.11 -1.63  C95 1.394, C97 1.419
97 C 6.44 -1.73 -1.36  O96 1.419, C98 1.499, H104 1.126, H105 1.037
98 C 7.46 -0.65 -1.59  C97 1.499, C99 1.460, N100 1.454, H106 1.118
99 C 7.20 0.07 -2.84  C98 1.460, H107 1.046, H108 1.095, H109 1.072
100 N 8.84 -1.09 -1.50  C98 1.454, H110 1.037, H111 1.032
101 H 4.34 -2.94 -1.44  C95 1.053
102 H 4.31 -2.24 -3.15  C95 1.164
103 H 3.22 -1.73 -1.70  C95 1.118
104 H 6.52 -2.17 -0.33  C97 1.126
105 H 6.58 -2.44 -2.10  C97 1.037
106 H 7.33 0.11 -0.78  C98 1.118
107 H 7.71 0.98 -2.77  C99 1.046
108 H 6.14 0.23 -3.05  C99 1.095
109 H 7.55 -0.42 -3.73  C99 1.072
110 H 8.89 -1.51 -0.55  N100 1.037
111 H 8.94 -1.87 -2.16  N100 1.032
112 C 1.74 2.95 -3.93  O113 1.385, H118 1.079, H119 1.141, H120 1.083
113 O 0.85 2.94 -2.87  C112 1.385, C114 1.433
114 C -0.33 3.73 -3.03  O113 1.433, C115 1.528, H121 1.118, H122 1.097
115 C -1.35 3.50 -1.92  C114 1.528, C116 1.477, N117 1.470, H123 1.118
116 C -2.66 4.16 -2.12  C115 1.477, H124 1.093, H125 1.093, H126 1.060
117 N -0.81 3.96 -0.63  C115 1.470, H127 1.006, H128 1.014
118 H 2.11 3.94 -4.17  C112 1.079
119 H 1.22 2.60 -4.89  C112 1.141
120 H 2.62 2.36 -3.73  C112 1.083
121 H -0.06 4.81 -3.10  C114 1.118
122 H -0.68 3.37 -4.00  C114 1.097
123 H -1.38 2.38 -1.88  C115 1.118
124 H -3.43 3.86 -1.41  C116 1.093
125 H -3.00 3.69 -3.05  C116 1.093
126 H -2.54 5.21 -2.11  C116 1.060
127 H 0.05 3.48 -0.44  N117 1.006
128 H -0.54 4.93 -0.71  N117 1.014
129 C -7.16 -1.41 1.01  O130 1.417, H135 1.076, H136 1.070, H137 1.158
130 O -7.17 -1.92 -0.31  C129 1.417, C131 1.409
131 C -5.93 -2.37 -0.79  O130 1.409, C132 1.531, H138 1.105, H139 1.109
132 C -4.98 -1.22 -1.15  C131 1.531, C133 1.551, N134 1.464, H140 1.117
133 C -5.67 -0.21 -2.11  C132 1.551, H141 1.076, H142 1.052, H143 1.073
134 N -3.65 -1.61 -1.63  C132 1.464, H144 1.002, H145 1.024
135 H -8.14 -1.03 1.25  C129 1.076
136 H -6.49 -0.59 1.14  C129 1.070
137 H -6.94 -2.26 1.77  C129 1.158
138 H -5.43 -3.00 -0.03  C131 1.105
139 H -6.09 -2.96 -1.72  C131 1.109
140 H -4.88 -0.73 -0.16  C132 1.117
141 H -6.74 -0.20 -1.96  C133 1.076
142 H -5.57 -0.42 -3.13  C133 1.052
143 H -5.32 0.79 -1.96  C133 1.073
144 H -3.61 -1.79 -2.62  N134 1.002
145 H -3.54 -2.55 -1.24  N134 1.024
146 C -5.78 -0.13 3.99  O147 1.452, H152 1.121, H153 1.059, H154 1.129
147 O -4.49 0.53 3.94  C146 1.452, C148 1.419
148 C -4.61 1.50 2.90  O147 1.419, C149 1.501, H155 1.112, H156 1.113
149 C -3.33 2.25 2.68  C148 1.501, C150 1.463, N151 1.452, H157 1.059
150 C -3.15 3.44 3.51  C149 1.463, H158 1.103, H159 1.077, H160 1.100
151 N -3.33 2.62 1.27  C149 1.452, H161 0.976, H162 1.029
152 H -5.62 -1.07 4.59  C146 1.121
153 H -6.00 -0.43 3.00  C146 1.059
154 H -6.57 0.48 4.51  C146 1.129
155 H -4.98 0.96 2.00  C148 1.112
156 H -5.37 2.28 3.12  C148 1.113
157 H -2.56 1.54 2.83  C149 1.059
158 H -2.13 3.85 3.40  C150 1.103
159 H -3.31 3.18 4.54  C150 1.077
160 H -3.88 4.20 3.19  C150 1.100
161 H -2.61 3.22 1.03  N151 0.976
162 H -3.25 1.80 0.66  N151 1.029
163 C 0.89 -2.57 2.63  O164 1.342, H169 1.057, H170 1.104, H171 1.060
164 O -0.31 -3.16 2.72  C163 1.342, C165 1.436
165 C -1.28 -2.36 3.42  O164 1.436, C166 1.504, H172 1.089, H173 1.085
166 C -2.60 -3.00 3.12  C165 1.504, C167 1.499, N168 1.410, H174 1.099
167 C -3.22 -2.47 1.86  C166 1.499, H175 1.108, H176 1.126, H177 1.097
168 N -3.52 -2.83 4.18  C166 1.410, H178 1.031, H179 1.000
169 H 0.88 -1.52 2.48  C163 1.057
170 H 1.49 -3.06 1.85  C163 1.104
171 H 1.54 -2.71 3.46  C163 1.060
172 H -1.12 -2.48 4.49  C165 1.089
173 H -1.28 -1.33 3.07  C165 1.085
174 H -2.33 -4.04 2.91  C166 1.099
175 H -2.68 -2.77 0.94  C167 1.108
176 H -3.43 -1.37 1.73  C167 1.126
177 H -4.25 -2.73 1.57  C167 1.097
178 H -3.64 -1.82 4.34  N168 1.031
179 H -3.15 -3.23 5.02  N168 1.000
180 O 1.20 1.13 -0.64  C181 1.390, H184 0.971
181 C 0.48 0.06 -0.14  O180 1.390, C182 1.500, H185 1.051, H186 1.142
182 C -0.93 0.35 0.29  C181 1.500, O183 1.441, H187 1.054, H188 1.085
183 O -1.88 0.46 -0.80  C182 1.441, H189 0.967
184 H 0.84 1.60 -1.40  O180 0.971
185 H 0.53 -0.70 -0.86  C181 1.051
186 H 1.03 -0.39 0.76  C181 1.142
187 H -0.86 1.29 0.77  C182 1.054
188 H -1.20 -0.32 1.09  C182 1.085
189 H -2.39 -0.35 -0.92  O183 0.967

Here is a single C11H20N2S molecule from the OMol25 dataset. Energies are from wB97M-V/def2-TZVPD.

## Properties
Max |F| ... 0.016 hartree/bohr
E ... -938.863581 a.u.
Relative energy (zero: lowest compared OMol25 entry of this formula, charge and spin) ... 0.00 kJ/mol
Total charge ... 0
Kohn-Sham gap ... 8.53 eV

Last columns: bonded neighbours and bond lengths (Å).
Cartesian coordinates (Å):
1 S -1.10 -0.80 -2.23  C2 1.657
2 C -0.17 -0.36 -0.94  S1 1.657, N3 1.347, N9 1.357
3 N -0.54 -0.47 0.35  C2 1.347, C4 1.451, H15 1.007
4 C -1.74 -1.10 0.86  N3 1.451, C5 1.546, C8 1.539, H16 1.094
5 C -3.05 -0.45 0.36  C4 1.546, C6 1.531, H17 1.088, H18 1.090
6 C -3.88 -1.59 -0.23  C5 1.531, C7 1.526, H19 1.089, H20 1.089
7 C -3.36 -2.84 0.48  C6 1.526, C8 1.524, H21 1.092, H22 1.088
8 C -1.86 -2.60 0.52  C4 1.539, C7 1.524, H23 1.089, H24 1.090
9 N 1.06 0.16 -1.20  C2 1.357, C10 1.441, H25 1.010
10 C 1.98 0.78 -0.29  N9 1.441, C11 1.537, C14 1.531, H26 1.098
11 C 1.58 2.20 0.15  C10 1.537, C12 1.527, H27 1.091, H28 1.089
12 C 2.87 2.77 0.73  C11 1.527, C13 1.541, H29 1.088, H30 1.091
13 C 4.00 2.13 -0.11  C12 1.541, C14 1.537, H31 1.089, H32 1.089
14 C 3.35 1.01 -0.93  C10 1.531, C13 1.537, H33 1.091, H34 1.088
15 H 0.16 -0.22 1.04  N3 1.007
16 H -1.68 -0.99 1.95  C4 1.094
17 H -2.83 0.30 -0.40  C5 1.088
18 H -3.57 0.03 1.18  C5 1.090
19 H -4.95 -1.44 -0.08  C6 1.089
20 H -3.69 -1.68 -1.29  C6 1.089
21 H -3.76 -2.90 1.50  C7 1.092
22 H -3.62 -3.76 -0.04  C7 1.088
23 H -1.44 -2.76 -0.48  C8 1.089
24 H -1.33 -3.23 1.23  C8 1.090
25 H 1.21 0.33 -2.19  N9 1.010
26 H 2.10 0.14 0.60  C10 1.098
27 H 1.27 2.77 -0.73  C11 1.091
28 H 0.76 2.21 0.87  C11 1.089
29 H 2.90 3.85 0.68  C12 1.088
30 H 2.97 2.47 1.77  C12 1.091
31 H 4.78 1.74 0.54  C13 1.089
32 H 4.46 2.87 -0.77  C13 1.089
33 H 3.20 1.33 -1.96  C14 1.091
34 H 3.95 0.10 -0.94  C14 1.088